Density functional theory data (the ωB97M-V functional and the def2-TZVPD basis) for a molecular structure, C29H46BrNOP2Tc at a distorted geometry.

Last column: Löwdin charge in e.
Atoms and positions in Å:
C (2.58740, 0.91266, 0.35141)  -0.34
H (3.78845, -0.70889, -3.62483)  0.10
H (-1.52897, 0.46597, 2.96351)  0.11
H (-2.55061, 0.57974, -3.59926)  0.08
H (-3.32614, -1.05913, -3.79956)  0.12
C (0.28879, 1.66194, 6.05154)  -0.12
Tc (-0.01420, -0.04419, -1.97307)  1.08
H (0.84697, -1.33009, 4.81217)  0.12
H (-2.00569, -1.61036, 0.59464)  0.05
C (3.90000, 0.38044, 0.92038)  -0.08
C (0.17490, 1.72425, 4.52593)  -0.21
H (0.27889, 4.27309, -1.78374)  0.16
H (-0.68208, 3.80966, -6.60621)  0.17
H (-4.63674, 2.02710, 0.42602)  0.14
H (-0.67630, 1.87482, 6.51115)  0.12
H (-0.65279, -5.17242, -0.86779)  0.09
P (1.67397, -0.38152, -0.55537)  0.91
H (4.14007, 0.54772, -2.43291)  0.10
H (-1.57862, -0.81420, -4.09502)  0.08
H (-0.83255, -5.18106, -2.64533)  0.10
H (-3.64717, -3.21240, 1.60489)  0.09
C (-2.61958, 2.34668, -0.27909)  0.04
H (-4.31987, -2.46265, 0.15182)  0.07
H (3.78184, -1.49277, -1.11163)  0.10
H (1.60225, 0.24320, 7.06483)  0.13
H (-1.38838, -3.29882, 0.60008)  0.10
P (-1.90548, -2.54956, -1.66790)  1.14
C (-0.21882, -3.25821, -1.82825)  -0.43
H (4.51857, -0.08980, 0.15140)  0.08
H (-0.88529, -0.40865, -0.60792)  0.08
C (-3.20585, 1.09563, 1.74130)  -0.64
H (-0.87803, 1.80401, 4.22157)  0.09
C (0.78414, 0.23687, 6.34682)  -0.13
H (2.32579, -0.36229, 4.93974)  0.12
Br (-4.42512, 0.05480, 2.59716)  1.15
C (-0.04324, 5.24738, -3.70085)  0.04
H (2.53435, 0.45166, -3.19318)  0.04
H (1.70687, -3.27438, 1.85982)  0.11
C (1.22471, -0.31169, 4.98198)  -0.18
H (1.00879, 2.41260, 6.38000)  0.12
C (0.07561, 4.14418, -2.84795)  0.12
O (0.74586, 0.54489, 3.92606)  -0.20
H (0.09335, -1.78070, 0.63755)  0.02
H (1.05685, -0.83157, 1.74376)  0.09
C (-3.58139, 1.88785, 0.63399)  -0.02
H (0.13383, 1.74137, 1.61043)  0.11
H (-0.03014, -0.36956, 6.74868)  0.12
C (-2.07966, -0.80073, -2.06119)  -0.52
C (-3.53952, -3.13710, 0.51668)  -0.14
C (3.36493, -0.14412, -2.78546)  -0.12
H (3.08320, -2.32770, 1.23928)  0.08
C (-1.83805, 1.00114, 2.07486)  -0.07
C (2.92776, -1.13158, -1.69728)  -0.35
N (-0.28954, 5.07553, -4.99349)  0.16
C (-0.30574, 2.70055, -4.78953)  0.12
C (0.02181, 1.75188, -2.47614)  -0.21
H (4.47811, 1.19397, 1.37014)  0.11
H (-2.89168, 2.83992, -1.21043)  0.14
H (-2.80787, -0.37566, -1.34796)  0.08
C (-1.26190, 2.02024, -0.04507)  -0.15
C (-0.44352, 3.87777, -5.54137)  0.04
C (2.05959, -2.66134, 1.01903)  -0.10
H (0.67508, 2.60256, 4.09323)  0.12
H (3.71803, -0.35335, 1.71230)  0.08
C (-2.43002, -0.50572, -3.48199)  -0.15
H (-3.71076, -4.12247, 0.06655)  0.09
C (1.13161, -1.46736, 0.84432)  -0.35
H (0.38798, -2.88489, -0.98488)  0.02
C (-0.44554, 1.61773, -1.15822)  -0.18
H (2.72776, 1.75481, -0.34008)  0.09
H (1.94399, 1.27381, 1.16533)  0.07
C (-0.89936, 1.65121, 1.28911)  0.03
H (0.20308, -2.88276, -2.77511)  0.08
C (-0.00877, 2.86564, -3.42055)  -0.17
C (-0.24133, -4.78798, -1.80989)  -0.10
H (-0.40593, 1.71674, -5.25524)  0.15
H (2.45915, -2.00944, -2.17287)  0.08
H (0.05587, 6.26531, -3.31317)  0.17
H (2.08070, -3.30469, 0.12734)  0.08
H (0.78574, -5.15690, -1.91315)  0.10
C (-2.14437, -2.61862, 0.17614)  -0.39

Forces on atoms 1 to 6 (eV/Å):
C -0.367 0.906 -0.437
H -0.031 0.170 0.202
H 0.141 0.085 0.039
H -0.331 -0.299 -0.259
H 0.216 0.321 -0.040
C 0.335 0.116 -0.360

**Energy**: -125124.7201 eV
**Kohn-Sham gap (alpha / beta)**: 5.5 / 2.5 eV
**Lowest unoccupied orbital energy (alpha / beta)**: -13.06 / -15.99 eV
**Spin multiplicity**: 4
**Expectation value of S²**: 3.9743
**Net charge**: +4

=====

Density functional theory data (the ωB97M-V functional and the def2-TZVPD basis) for 2 unconnected molecules or ions with the total composition C29H46F17NO8P at a distorted geometry.

Last column: Löwdin charge in e.
Atoms and positions in Å:
H (4.51942, 1.55856, 3.83912)  0.10
C (-2.07308, 2.00041, -2.69780)  -0.11
F (-5.81613, -6.02345, -5.17698)  0.03
N (0.56763, 2.34937, -2.68701)  -0.07
C (0.02365, 2.82643, 1.73155)  -0.08
C (1.43118, -5.76579, 0.39215)  -0.12
C (-6.95219, -4.14046, -1.89522)  -0.08
O (3.08156, -0.33650, -1.65402)  -0.11
F (-6.02272, -0.97080, -0.05837)  0.04
H (4.46416, 0.78487, 5.42682)  0.12
C (3.17538, -1.69428, -1.09686)  -0.15
H (0.82902, -6.76863, 0.17492)  0.08
C (0.61138, -5.63076, -2.11412)  -0.13
H (4.74334, 3.64946, 8.36434)  0.08
H (-0.55601, 1.34120, -4.26398)  0.19
H (-0.32031, 4.82233, 4.47950)  0.07
C (-4.62368, -0.85370, -2.14283)  -0.06
H (-0.80370, -0.25387, -1.40297)  0.14
H (0.86245, -5.25380, 1.29980)  0.08
F (-4.80278, 1.50180, -1.07034)  0.02
O (2.87993, 5.01427, 5.48821)  -0.28
H (2.41529, -1.93631, -0.24086)  0.13
H (0.45596, -5.03279, -3.10799)  0.07
H (0.32297, 4.34658, 6.06697)  0.08
F (-6.32656, -6.43610, -2.68017)  0.04
H (5.33120, -3.18438, -2.69473)  0.09
H (-1.12527, -0.83479, -3.16716)  0.16
H (-2.02748, 3.18583, -2.62618)  0.15
F (-4.59034, -2.79329, -0.56391)  0.05
H (0.85902, 3.50256, 4.62738)  0.06
C (-4.65611, 1.51562, -3.57753)  -0.19
O (5.17063, 4.68204, 5.88630)  -0.25
F (-4.52275, -4.88832, -2.60322)  0.04
F (-4.23183, -1.48357, -3.44948)  0.03
F (-6.75908, -4.74426, -0.52148)  0.05
C (-5.99442, -4.97672, -2.90023)  -0.08
O (3.08180, 3.79537, 3.52031)  -0.26
H (-0.47174, -5.86559, -1.67074)  0.09
F (-8.03485, -2.03241, -1.12763)  0.04
O (1.42488, 2.39292, -0.31811)  -0.10
H (4.25803, -1.77275, -0.60010)  0.16
H (1.87790, 5.77398, 3.82381)  0.10
C (-3.05593, 1.43631, -3.88213)  -0.06
C (-5.18639, 0.67636, -2.27699)  -0.08
C (4.35746, -2.88688, -3.27774)  -0.09
H (6.82127, 1.05722, 4.76973)  0.08
C (4.75907, 1.69689, 4.89852)  -0.31
F (-7.11567, -1.96187, -3.30550)  0.04
F (-5.21106, -3.72002, -5.08078)  0.03
C (1.69858, 5.49996, 4.86740)  -0.29
H (4.04959, -3.68545, -4.10958)  0.10
H (1.41340, 6.42163, 5.38593)  0.12
C (0.57461, 4.48706, 5.01083)  -0.08
H (-2.85976, 2.13765, -4.82918)  0.17
F (-5.36913, 1.03023, -4.78281)  0.02
H (1.21596, -0.15006, -0.58936)  0.17
C (4.10010, 4.49092, 8.08260)  -0.07
F (-7.50702, -4.35619, -4.97521)  0.07
O (3.99009, 2.76232, 5.43254)  -0.24
C (6.24620, 1.93157, 5.08846)  -0.08
F (-8.40281, -4.45011, -2.19550)  0.05
H (-1.07762, 2.73287, 2.15857)  0.10
H (1.09853, -6.70000, -2.29947)  0.10
H (4.22746, 6.27801, 6.83252)  0.11
H (3.17573, 4.06011, 7.69130)  0.07
H (4.37988, -1.80486, -3.73438)  0.08
F (-6.69421, 0.76983, -2.32221)  0.04
C (-6.83826, -2.51219, -1.92453)  -0.06
H (0.75253, 2.10359, 2.33450)  0.10
C (1.56925, 1.81298, -1.69421)  -0.11
C (1.46170, -4.78303, -0.96094)  -0.38
C (-5.54368, -1.85035, -1.19172)  -0.08
H (3.85242, 5.06092, 8.98288)  0.08
O (1.27605, 2.60085, -3.83477)  0.05
H (-0.35960, 1.16521, 0.19416)  0.12
H (-2.30661, 1.60591, -1.62190)  0.11
O (0.96868, -0.53768, -2.70327)  -0.10
C (1.69896, 0.18195, -1.62738)  -0.21
H (6.58369, 2.79222, 4.50247)  0.07
F (-5.06913, 2.95795, -3.39986)  0.01
C (-0.54994, 1.41840, -3.07251)  -0.17
P (4.06833, 4.21414, 4.63774)  0.78
H (5.73656, 5.73364, 7.52031)  0.12
H (0.14734, 3.28616, -2.42725)  0.21
C (2.99472, -4.39830, -1.43470)  -0.15
H (1.61749, 1.68247, -4.12405)  0.19
H (2.11361, -2.87321, -2.88051)  0.13
C (-0.42822, -0.11636, -2.51908)  -0.11
C (0.04253, 2.26526, 0.16433)  -0.23
H (3.28629, -5.20904, -2.25856)  0.13
H (6.47671, 2.14449, 6.13713)  0.08
H (3.68939, -4.44092, -0.48373)  0.12
H (-0.68960, 2.98866, -0.43323)  0.12
H (0.79496, -3.85977, -0.68730)  0.11
C (4.80378, 5.37749, 7.06966)  -0.29
F (-3.31739, -0.73260, -1.38815)  0.00
C (-6.15839, -4.71720, -4.49757)  -0.14
H (2.52061, -6.10956, 0.68308)  0.08
C (3.08561, -2.90965, -2.19181)  -0.32
H (0.42831, 3.94538, 1.81541)  0.11
H (2.63520, 2.20901, -2.06171)  0.22
H (-2.64804, 0.37942, -4.19165)  0.13

Forces on atoms 1 to 6 (eV/Å):
H -0.034 -0.028 -0.007
C 1.064 0.044 0.522
F -1.143 4.659 2.409
N -0.868 -0.572 0.331
C 0.528 -0.646 -0.313
C -0.157 -0.452 -0.119

**Energy**: -104148.3699 eV
**Kohn-Sham gap**: 7.7 eV
**Lowest unoccupied orbital energy**: -3.69 eV
**Spin multiplicity**: 1
**Net charge**: +1

=====

Density functional theory data (the ωB97M-V functional and the def2-TZVPD basis) for 5 unconnected molecules or ions with the total composition C29H46F4NO12 at a distorted geometry.

Last column: Löwdin charge in e.
Atoms and positions in Å:
O (7.86172, 2.93696, 3.51102)  0.13
H (0.05695, -1.51747, -0.87854)  0.10
C (-3.34292, -0.10328, -1.79647)  -0.20
H (-1.35760, 0.77237, 0.33430)  0.05
H (0.12921, -2.55616, 1.41755)  0.17
H (-3.77601, 0.79924, 0.13094)  0.11
H (4.45453, 3.45331, 0.48440)  0.16
O (2.70975, 0.01918, -4.36378)  0.15
H (-4.60273, -3.63754, 3.24566)  0.12
C (-2.92988, -1.81892, 0.05722)  -0.20
C (-2.47829, -1.89401, 4.55645)  -0.19
O (8.54826, 4.90887, 4.27703)  0.08
O (2.06906, 3.64573, -2.57242)  0.17
C (-3.22553, 1.04019, -0.78422)  -0.21
C (-4.31743, -3.20095, -5.56952)  -0.31
C (-1.77514, 1.41118, -0.45431)  -0.10
F (6.09461, 3.56940, 2.27582)  0.05
H (-1.87645, -2.11841, 5.44715)  0.11
C (2.11344, -0.50816, -3.28332)  -0.55
H (5.88648, 2.40114, -1.25309)  0.14
H (-3.05896, -3.82146, -0.65750)  0.11
H (0.82090, 1.93640, -3.69189)  0.12
H (1.51999, -0.74580, 4.05822)  0.14
H (2.02128, 0.80931, 1.82048)  0.14
H (-5.76156, -1.93959, -6.66419)  0.14
C (-0.55528, -0.14790, 4.27640)  -0.18
H (-1.63637, -3.21439, 3.02548)  0.09
C (-5.36300, -2.64533, -3.64669)  -0.56
H (1.43473, -0.02694, -5.96384)  0.18
H (-2.63098, 0.24827, 4.29673)  0.12
C (1.72245, 0.66012, -5.16629)  -0.29
H (-0.37446, 0.89463, 3.99460)  0.10
O (-5.71867, -2.71811, -2.51693)  0.17
N (0.42987, -1.60209, 1.23653)  0.17
H (-1.69464, -3.56373, 0.38848)  0.09
H (-0.33015, 0.81867, -0.08987)  -0.03
H (6.74237, 5.88881, 4.08877)  0.14
C (0.54594, -1.02425, 3.63745)  -0.09
F (5.39016, 5.12134, -0.06025)  0.08
C (0.62917, -0.75930, 2.18039)  -0.19
H (-4.49663, -4.33249, 1.03377)  0.11
H (6.05351, 3.50877, 4.26571)  0.17
C (-5.13128, -1.93506, -5.78114)  -0.04
H (1.38065, 0.91019, -0.53830)  0.13
H (-4.75612, -4.10923, -5.98598)  0.17
C (-2.53825, -3.13256, 3.64363)  -0.20
H (-1.69316, 2.44454, -0.10930)  0.11
O (-4.28933, -3.31037, -4.16107)  0.12
H (-2.27744, -1.26937, 0.74248)  0.08
O (2.61181, -1.27227, -2.51400)  0.16
H (0.39350, -2.08643, 3.84686)  0.13
F (2.25294, 1.76569, -5.71663)  0.10
C (0.63157, 0.96709, -4.15241)  -0.03
C (0.73067, -1.10778, -0.12910)  -0.08
F (-3.04912, -3.08659, -6.02834)  0.08
C (-3.53892, -3.97769, 1.42563)  -0.19
H (5.88186, 3.93258, -2.18073)  0.15
H (-2.91708, -2.20505, -2.03696)  0.10
O (-5.94262, -1.89754, -4.60744)  0.08
C (0.97255, 0.57590, 1.59659)  -0.06
H (7.58814, 5.52241, 2.55317)  0.15
C (3.11281, 3.64417, -2.00196)  -0.55
C (6.74092, 3.77292, 3.45944)  -0.32
H (-3.49357, -1.73591, 4.93284)  0.11
H (-2.14100, -0.59342, 2.85100)  0.09
H (1.73693, -1.42681, -0.40554)  0.12
H (-4.46214, -1.07257, -5.78662)  0.14
C (7.34682, 5.16249, 3.55535)  -0.05
C (-2.75771, -3.32305, 0.26973)  -0.19
H (-3.96090, -1.54569, 0.32062)  0.13
C (8.88645, 3.60688, 4.13798)  -0.53
C (-1.99237, -0.56433, 3.93732)  -0.19
C (4.66820, 4.03961, -0.41260)  -0.32
H (-1.54127, -1.22388, -1.50637)  0.08
H (-0.38055, 0.90409, -4.53859)  0.14
H (-2.99463, -4.88402, 1.72451)  0.11
H (-4.40343, -0.34399, -1.94286)  0.11
H (-0.41862, -0.19008, 5.36232)  0.12
H (-3.72701, 1.91789, -1.20493)  0.11
C (5.29407, 3.25792, -1.55651)  -0.03
H (0.37522, 1.33847, 2.10434)  0.13
O (0.84083, -0.06447, -3.17563)  0.04
H (-4.09899, -2.14224, 2.50552)  0.10
O (3.43689, 4.46513, -0.97368)  0.14
C (-3.76954, -3.16821, 2.71437)  -0.20
C (-2.62341, -1.37957, -1.37880)  -0.19
O (9.88838, 3.10225, 4.50419)  0.20
H (-2.53290, -4.02510, 4.27854)  0.12
H (-1.12576, 1.31500, -1.33249)  0.09
C (0.66116, 0.40533, 0.10644)  -0.16
H (-2.95100, 0.25350, -2.75732)  0.11
O (4.14409, 2.82166, -2.28503)  0.07

Forces on atoms 1 to 6 (eV/Å):
O 0.076 -0.126 0.191
H -0.022 0.061 0.328
C -0.254 0.063 0.153
H -2.555 0.413 0.107
H 0.145 0.034 -0.005
H 0.135 0.009 -0.038

**Energy**: -67743.0462 eV
**Kohn-Sham gap**: 9.9 eV
**Lowest unoccupied orbital energy**: -2.99 eV
**Spin multiplicity**: 1
**Net charge**: +1

=====

Q: Which of these has the highest energy?
A: C29H46F4NO12

=====

Q: net charge of number 1 (C29H46BrNOP2Tc)?
A: +4